# 1
This record from OMol25 describes a gas-phase ion, C11H22P (charge +1) in a non-equilibrium geometry. The level of theory is wB97M-V/def2-TZVPD.

Each line ends with the natural charge from an NBO analysis.
Element x y z (Å)
C1 1.06264 2.71713 -1.67250  -0.219
C2 0.66012 1.94761 -0.91221  -0.265
C3 2.68056 -0.76274 0.25793  -0.623
C4 1.49640 -1.20443 -1.78428  -0.644
C5 -1.89294 -1.96537 -0.35793  -0.614
C6 -1.76566 -0.06542 -2.09250  -0.623
C7 -1.64046 0.97873 2.19822  -0.635
C8 0.84949 1.56706 2.22548  -0.620
C9 1.40523 -1.20357 -0.32314  -0.481
C10 -1.67322 -0.48484 -0.66468  -0.568
C11 -0.25118 0.43048 1.86117  -0.540
P1 -0.04102 -0.00714 0.02392  1.535
H1 1.33592 3.63519 -2.25507  0.276
H2 3.46377 -1.39785 -0.25958  0.248
H3 2.73479 -1.14726 1.36810  0.231
H4 2.76574 0.25913 0.04583  0.231
H5 1.36253 -0.11785 -2.12095  0.233
H6 0.62421 -1.61600 -2.28371  0.220
H7 2.35971 -1.67758 -2.20097  0.252
H8 -1.67025 -2.57624 -1.19067  0.238
H9 -2.92842 -2.15975 0.09350  0.260
H10 -1.23148 -2.20185 0.50046  0.204
H11 -1.64782 0.99179 -1.97041  0.227
H12 -2.79477 -0.25752 -2.46981  0.244
H13 -1.10441 -0.39400 -2.85498  0.229
H14 -2.23966 0.14669 2.73888  0.241
H15 -2.11506 1.45867 1.26684  0.217
H16 -1.58907 1.73127 3.02024  0.253
H17 0.68262 1.96449 3.29009  0.239
H18 0.58860 2.45622 1.75425  0.229
H19 1.89200 1.28066 2.31238  0.239
H20 1.13591 -2.16502 0.09776  0.254
H21 -2.46239 0.14952 -0.16918  0.280
H22 -0.05245 -0.31019 2.52752  0.252

Properties
Total energy   -21040.98924 eV
Relative energy (zero: lowest compared OMol25 entry of this formula, charge and spin)   85.7 kcal per mole
Total charge   +1

***

# 2
This record from OMol25 describes 3 unconnected molecules or ions with the total composition C3H12NO4 in a non-equilibrium geometry. The level of theory is wB97M-V/def2-TZVPD.

Each line ends with the natural charge from an NBO analysis.
Element x y z (Å)
O1 -1.42427 -2.17303 -1.75613  -0.756
C1 -1.32123 -0.91819 -1.59670  0.039
C2 -0.42160 -0.38292 -0.55133  -0.179
C3 1.00789 -0.29951 -1.17135  -0.079
O2 1.02009 0.58998 -2.22415  -0.736
N1 -0.36823 -1.36619 0.61802  -0.740
H1 -2.03892 -0.27682 -2.10352  0.119
H2 -0.61563 0.67967 -0.22313  0.200
H3 1.15316 -1.36116 -1.51184  0.184
H4 1.82993 -0.16189 -0.44726  0.129
H5 1.04245 1.56635 -2.04981  0.491
H6 -1.00613 -2.15754 0.47098  0.459
H7 0.54683 -1.79126 0.83138  0.395
H8 -0.52696 -0.76120 1.44444  0.455
H9 -1.72105 0.11415 3.56740  0.490
H10 -0.22965 0.12172 3.84572  0.485
O3 -0.87949 -0.18424 3.20526  -0.958
H11 2.10990 2.81546 -0.06952  0.480
H12 0.66100 3.37455 -0.18700  0.480
O4 1.18191 2.57208 -0.09146  -0.956

Properties
Multiplicity   2
Total energy   -12982.00238 eV
Relative energy (zero: lowest compared OMol25 entry of this formula, charge and spin)   33.6 kcal per mole
Total charge   0